# 1
Here is 2 unconnected molecules or ions with the total composition C4H8FIO in a non-equilibrium geometry from OMol25. Energies are from ωB97M-V/def2-TZVPD.

Geometry as ORCA input:
```
! wB97M-V def2-TZVPD RIJCOSX def2/J DEFGRID3
* xyz 0 3
C 1.1079 -1.5152 -0.0201
C 0.3738 2.2382 0.0020
C 0.9586 -0.1113 0.4158
C 0.4674 0.8141 -0.3624
O -2.3656 -1.5669 0.3748
F 0.2690 0.5948 -1.6758
I -4.0089 -0.5440 0.4521
H 0.6955 -1.5659 -1.1010
H 2.1348 -2.0686 -0.0839
H 0.4018 -2.0637 0.6160
H -0.3027 2.7809 -0.6738
H 1.4053 2.6610 0.0018
H -0.0053 2.1818 1.1045
H 1.1047 0.0556 1.4893
H -2.2365 -1.8908 -0.5394
*
```

* E_HOMO (alpha / beta): -0.25804 / -0.33172 Eh
* LUMO (alpha / beta): 0.76 / -2.81 eV
* energy: -629.83535 Eh
* relative energy (zero: lowest compared OMol25 entry of this formula, charge and spin): 0.0 kcal/mol
* strongest force on any atom: 4.341 eV/Å

***

# 2
Here is a molecular structure, C27H47CaGeN7O2PS from OMol25. Energies are from ωB97M-V/def2-TZVPD.

Geometry as ORCA input:
```
! wB97M-V def2-TZVPD RIJCOSX def2/J DEFGRID3
* xyz 1 1
Ca 0.6906 0.6611 0.8040
O 1.5348 2.7480 0.7319
N 0.7271 3.7135 0.5329
N -0.4924 3.4200 0.7468
O -0.8792 2.2181 1.1387
C -1.4984 4.4242 0.4921
C -2.8138 4.0072 0.4001
C -3.7980 4.9543 0.1468
C -3.4627 6.2891 -0.0085
C -2.1340 6.6828 0.0894
C -1.1369 5.7553 0.3428
H -3.0491 2.9608 0.5135
H -4.8298 4.6375 0.0691
H -4.2319 7.0243 -0.2023
H -1.8627 7.7237 -0.0258
H -0.1042 6.0556 0.4278
C 1.0229 -1.2709 -0.6417
H 1.3638 -1.0813 -1.6701
H 1.6563 -2.0809 -0.2443
C -3.6967 0.5611 2.6838
C -2.5935 -0.3764 3.0345
C -2.7109 -1.7221 3.2234
C -1.5456 -2.4514 3.5260
N -0.3494 -1.8922 3.6487
C -0.2321 -0.5743 3.4650
S 1.2591 0.2724 3.5307
N -1.3530 0.1566 3.1639
C -1.5984 -3.9348 3.6877
H -4.6387 0.0240 2.6095
H -3.4808 1.0401 1.7275
H -3.7919 1.3432 3.4384
H -3.6702 -2.2074 3.1260
H -1.2198 1.1553 3.0015
H -2.6176 -4.3061 3.7678
H -1.0213 -4.2317 4.5616
H -1.1271 -4.3869 2.8119
C -3.1238 -0.2352 -3.7077
C -1.7008 0.1176 -3.2948
C -1.5994 0.5863 -1.8450
C -1.9948 -0.4771 -0.8197
Ge -0.7559 -2.0232 -0.7290
C -1.0713 -3.4542 -2.0380
C -2.0758 -4.5024 -1.5607
C -3.4851 -3.9539 -1.3805
C -4.4784 -5.0203 -0.9430
H -3.1908 -0.4649 -4.7711
H -3.8039 0.5956 -3.5037
H -3.4961 -1.1053 -3.1636
H -1.3054 0.8987 -3.9490
H -1.0493 -0.7508 -3.4445
H -2.2099 1.4869 -1.7137
H -0.5618 0.9061 -1.6682
H -3.0197 -0.8230 -0.9727
H -2.0073 -0.0170 0.1800
H -1.0940 -2.6957 0.6505
H -0.0933 -3.9051 -2.2217
H -1.4001 -3.0240 -2.9893
H -1.7390 -4.9238 -0.6062
H -2.1103 -5.3450 -2.2599
H -3.8147 -3.4946 -2.3189
H -3.4719 -3.1455 -0.6399
H -4.5386 -5.8253 -1.6782
H -5.4836 -4.6170 -0.8132
H -4.1783 -5.4708 0.0064
C 6.0315 -0.6910 0.6156
N 5.9399 -0.5807 -0.9175
C 6.7438 0.6596 -1.3508
N 6.2914 1.8251 -0.6818
C 6.3813 1.6429 0.7660
N 5.5945 0.5053 1.2356
C 4.1483 0.7243 1.0671
P 3.6313 0.9822 -0.7022
C 4.5065 -0.4939 -1.3793
C 4.9366 2.2299 -1.1037
H 7.0828 -0.8858 0.8310
H 5.4188 -1.5447 0.9019
H 6.3739 -1.4082 -1.3263
H 6.6297 0.7401 -2.4309
H 7.7805 0.4388 -1.0941
H 6.0279 2.5452 1.2606
H 7.4273 1.4815 1.0336
H 3.8552 1.6056 1.6413
H 3.6110 -0.1274 1.4950
H 4.5171 -0.4772 -2.4698
H 3.9870 -1.3984 -1.0577
H 4.6817 3.1695 -0.6117
H 4.9403 2.4282 -2.1776
*
```

* E_HOMO: -0.34907 Eh
* LUMO: -2.51 eV
* energy: -5084.59521 Eh
* relative energy (zero: lowest compared OMol25 entry of this formula, charge and spin): 0.0 kcal/mol
* strongest force on any atom: 0.539 eV/Å

***

# 3
Here is a molecular structure, C21H26F5N9OPPdS from OMol25. Energies are from ωB97M-V/def2-TZVPD.

Geometry as ORCA input:
```
! wB97M-V def2-TZVPD RIJCOSX def2/J DEFGRID3
* xyz 3 5
Pd 0.0202 -0.2627 0.5422
N 0.6832 1.9850 4.3835
C 0.4549 1.4204 3.2158
S 0.8463 -0.1747 2.8466
N -0.1498 2.3103 2.3240
N -0.4087 1.8108 1.1498
C -1.0303 2.6369 0.3293
C -1.2651 2.2570 -1.0292
C -1.9655 3.1081 -1.8824
C -2.1608 2.7216 -3.2033
C -1.6465 1.5073 -3.6120
C -0.9523 0.7117 -2.6900
N -0.7564 1.0653 -1.4341
H 1.1106 1.4779 5.1436
H 0.4168 2.9503 4.5276
H -1.3378 3.6074 0.7076
H -2.3430 4.0530 -1.5140
H -2.6995 3.3585 -3.8914
H -1.7680 1.1588 -4.6285
H -0.5499 -0.2464 -2.9970
C 5.5241 -0.7873 -0.1273
N 4.6955 -2.0745 0.0838
C 4.5369 -2.7627 -1.2863
N 3.9586 -1.8722 -2.2291
C 4.7764 -0.6668 -2.3719
N 4.9143 0.0439 -1.1013
C 3.6566 0.6420 -0.6474
P 2.3663 -0.6450 -0.3615
C 3.3650 -1.7753 0.7088
C 2.5556 -1.5689 -1.9511
H 6.5079 -1.1200 -0.4581
H 5.6002 -0.2964 0.8423
H 5.2184 -2.6991 0.7016
H 3.9213 -3.6474 -1.1284
H 5.5419 -3.0539 -1.5916
H 4.3233 -0.0071 -3.1096
H 5.7667 -0.9527 -2.7275
H 3.3057 1.3532 -1.3975
H 3.8291 1.2062 0.2721
H 2.8217 -2.7075 0.8671
H 3.5443 -1.3103 1.6798
H 2.1576 -0.9619 -2.7667
H 1.9723 -2.4912 -1.9139
F -2.6764 0.2408 2.5800
C -2.9832 -0.5997 1.6188
C -2.0567 -0.8769 0.6345
C -2.5391 -1.7674 -0.2814
F -1.8071 -2.1447 -1.3188
C -3.8401 -2.3727 -0.2356
F -4.1697 -3.2127 -1.1630
C -4.7377 -2.0674 0.7925
F -5.9209 -2.6232 0.8392
C -4.3030 -1.1636 1.7329
F -5.0434 -0.8014 2.7376
C -1.8903 -4.1271 3.4488
N -0.9288 -3.2719 2.7667
C -0.4910 -3.4454 1.5069
N -1.0856 -4.4137 0.7651
O 0.3997 -2.7134 1.0150
H -2.1901 -3.6450 4.3754
H -1.4715 -5.1044 3.6946
H -2.7860 -4.2606 2.8400
H -0.3996 -2.6039 3.3043
H -1.5867 -5.1691 1.2048
H -0.6475 -4.6199 -0.1179
*
```

* E_HOMO (alpha / beta): -0.59453 / -0.62006 Eh
* LUMO (alpha / beta): -8.78 / -11.49 eV
* energy: -2749.59328 Eh
* relative energy (zero: lowest compared OMol25 entry of this formula, charge and spin): 4.4 kcal/mol
* strongest force on any atom: 0.428 eV/Å

***

# 4
Here is 2 unconnected molecules or ions with the total composition C5H12N3 in a non-equilibrium geometry from OMol25. Energies are from ωB97M-V/def2-TZVPD.

Geometry as ORCA input:
```
! wB97M-V def2-TZVPD RIJCOSX def2/J DEFGRID3
* xyz 1 1
C -1.3283 1.4082 0.9654
C -0.3245 1.2569 -0.1798
C -0.5564 -0.1311 -0.9707
C -0.2859 -1.3304 -0.1075
C 0.9852 -1.3744 0.5282
N 5.5970 -0.2995 -0.6962
N 4.5800 0.0598 -0.4919
N 2.1101 -0.7340 0.2334
H -2.3689 1.4788 0.5486
H -1.4926 0.5331 1.6385
H -1.1547 2.1455 1.6307
H 0.7560 1.2743 0.1701
H -0.5108 2.0413 -0.8549
H -1.5838 -0.1084 -1.1135
H -0.0548 -0.0880 -2.0070
H -0.6782 -2.3009 -0.6065
H -1.0332 -1.1864 0.6155
H 1.0897 -2.1621 1.3577
H 2.9419 -0.7106 0.8804
H 2.1694 -0.0762 -0.5448
*
```

* E_HOMO: -0.56496 Eh
* LUMO: -5.05 eV
* energy: -361.71680 Eh
* relative energy (zero: lowest compared OMol25 entry of this formula, charge and spin): 32.2 kcal/mol
* strongest force on any atom: 4.390 eV/Å